Record 1
Computed, not measured: the molecule C4H6S2, with the ωB97M-V functional and the def2-TZVPD basis.

HOMO-LUMO gap	8.202	eV
HOMO	-8.53	eV
structure (SMILES)	C=CSC(C)=S
lowest unoccupied orbital energy	-0.0119	Ha

Structure (ORCA input):
```
! wB97M-V def2-TZVPD RIJCOSX def2/J DEFGRID3
* xyz 0 1
C 2.75522 0.54542 -0.24521
C 1.54431 0.56487 0.35149
S 0.40510 -0.69550 -0.01733
C -1.15657 0.02655 -0.02564
C -2.27631 -0.95132 0.00636
S -1.42074 1.70664 -0.10188
H 3.49082 1.28879 -0.01646
H 3.04974 -0.31047 -0.92891
H 1.19615 1.37944 1.12410
H -2.93568 -0.88826 0.87093
H -1.79845 -1.89944 -0.05742
H -2.85359 -0.76673 -0.96001
*
```

---

Record 2
Computed, not measured: a structure of composition C24H18MgN4OS, with the ωB97M-V functional and the def2-TZVPD basis.

HOMO-LUMO gap (spin up / spin down)	4.005 / 7.448	eV
HOMO (spin up / spin down)	-1.73 / -5.17	eV
lowest unoccupied orbital energy (spin up / spin down)	0.0837 / 0.0837	Ha

Structure (ORCA input):
```
! wB97M-V def2-TZVPD RIJCOSX def2/J DEFGRID3
* xyz -1 2
Mg 0.19633 0.54349 -0.56661
O 0.16519 2.52723 -1.04063
N 1.28463 3.21510 -1.07456
C 1.31703 4.29261 -1.88504
C 2.42140 5.09674 -1.97688
C 3.53954 4.77653 -1.20520
C 3.49673 3.67373 -0.39032
C 2.35946 2.84947 -0.30224
S 2.25865 1.46466 0.69147
H 0.40479 4.45152 -2.43860
H 2.40446 5.94913 -2.63976
H 4.43164 5.38746 -1.25151
H 4.34327 3.38944 0.21786
N -1.19159 -4.40336 3.98916
C -0.56149 -3.84554 3.20719
C 0.27842 -3.19885 2.23263
C 1.49010 -3.78106 1.87528
C 2.27941 -3.14792 0.93622
C 1.82422 -1.96149 0.38255
N 0.66121 -1.40388 0.72164
C -0.09986 -1.99991 1.63098
H 1.79379 -4.71269 2.33441
H 3.22812 -3.56282 0.62738
H 2.39559 -1.42904 -0.36839
H -1.03605 -1.52127 1.89510
N -1.72402 0.45062 0.18370
C -2.50859 0.30883 1.04848
C -3.41696 0.08768 2.05841
C -4.11698 -1.17056 2.16286
C -4.99827 -1.38544 3.18876
C -5.25889 -0.40106 4.16008
C -4.58802 0.83594 4.05970
C -3.69673 1.09271 3.05475
H -3.93591 -1.93617 1.41783
H -5.50663 -2.34157 3.25104
H -5.95631 -0.58915 4.96490
H -4.78059 1.60617 4.79908
H -3.18955 2.04735 2.99546
C 1.63604 -1.44329 -4.94075
C 1.69643 -0.08345 -4.66915
C 1.26579 0.40023 -3.43664
C 0.76333 -0.42302 -2.41249
C 0.72004 -1.78817 -2.74237
C 1.13871 -2.29919 -3.96744
H 1.96712 -1.83002 -5.89811
H 2.07807 0.59962 -5.42184
H 1.32193 1.47527 -3.27630
H 0.32984 -2.49838 -2.01367
H 1.07515 -3.36421 -4.16840
*
```

---

Record 3
Computed, not measured: the molecule C4H10N2OS, with the ωB97M-V functional and the def2-TZVPD basis.

HOMO-LUMO gap	9.915	eV
HOMO	-9.16	eV
structure (SMILES)	C[C@@H](CS)NC(N)=O
lowest unoccupied orbital energy	0.0278	Ha

Structure (ORCA input):
```
! wB97M-V def2-TZVPD RIJCOSX def2/J DEFGRID3
* xyz 0 1
C -1.20327 0.11696 1.78213
C -0.49219 0.12727 0.41578
C -1.21067 0.88526 -0.68614
S -2.32010 -0.21456 -1.64551
N 0.89303 0.63566 0.67353
C 1.92687 -0.22260 0.42948
N 3.25225 0.09210 0.69464
O 1.74541 -1.36427 0.01274
H -0.99557 -0.79966 2.39869
H -0.97589 1.07980 2.30390
H -2.28978 0.23204 1.58965
H -0.38316 -0.92751 0.10652
H -0.42022 1.29715 -1.29066
H -1.68380 1.77550 -0.24711
H -1.46411 -0.53030 -2.60780
H 0.94691 1.19669 1.51643
H 3.53223 0.93522 1.18072
H 3.93488 -0.63026 0.58241
*
```

---

Record 4
Computed, not measured: a cluster of 2 separate species, C10H16 in total, with the ωB97M-V functional and the def2-TZVPD basis.

HOMO-LUMO gap	9.791	eV
HOMO	-8.88	eV
structure (SMILES)	Cc1ccccc1.CCC
lowest unoccupied orbital energy	0.0335	Ha

Structure (ORCA input):
```
! wB97M-V def2-TZVPD RIJCOSX def2/J DEFGRID3
* xyz 0 1
C -0.43512 2.50180 1.61045
C 0.27742 2.43129 0.32716
C 1.75724 2.43856 0.15134
C 2.20684 2.19425 -1.12348
C 1.36779 1.82920 -2.19071
C 0.04813 1.76765 -2.10342
C -0.44350 2.12582 -0.84475
H -1.47331 2.79238 1.68369
H -0.23067 3.35550 2.22536
H -0.14285 1.59108 2.20757
H 2.34623 2.61279 1.05014
H 3.31761 2.18418 -1.35414
H 1.78402 1.64128 -3.14381
H -0.79529 1.50636 -2.98058
H -1.55808 2.19716 -0.78017
C -0.41802 -3.46922 -0.72329
C -1.38802 -3.09885 0.41411
C -0.60323 -2.48720 1.63025
H -0.54210 -4.47383 -1.18040
H 0.54392 -3.67992 -0.20036
H -0.27825 -2.62449 -1.44291
H -2.17262 -2.40280 0.10371
H -1.87655 -4.01764 0.82504
H 0.18873 -1.73753 1.44119
H -1.31878 -1.96551 2.24334
H -0.16153 -3.21231 2.15468
*
```

---

Record 5
Computed, not measured: a cluster of 2 separate species, C3H5NO3 in total, with the ωB97M-V functional and the def2-TZVPD basis.

HOMO-LUMO gap (spin up / spin down)	8.121 / 7.949	eV
HOMO (spin up / spin down)	-9.17 / -9.14	eV
structure (SMILES)	CC(=O)N=O.C=O
lowest unoccupied orbital energy (spin up / spin down)	-0.0387 / -0.0437	Ha

Structure (ORCA input):
```
! wB97M-V def2-TZVPD RIJCOSX def2/J DEFGRID3
* xyz 0 1
C 1.15791 -1.55992 -0.62819
C 0.23628 -0.44879 -0.19419
O -0.94659 -0.50259 -0.40554
N 0.89494 0.67125 0.12727
O 1.78217 0.92297 0.89547
H 1.19816 -1.54483 -1.72631
H 0.76653 -2.51152 -0.20532
H 2.13004 -1.23228 -0.15285
C -1.81782 1.53229 0.50559
O -0.74872 2.13754 0.51723
H -1.98589 0.96839 1.51400
H -2.66700 1.56749 -0.24716
*
```

---

Record 6
Computed, not measured: a structure of composition C41H40Cl2IN2NaO6P2, with the ωB97M-V functional and the def2-TZVPD basis.

HOMO-LUMO gap	7.570	eV
HOMO	-7.41	eV
lowest unoccupied orbital energy	0.0060	Ha

Structure (ORCA input):
```
! wB97M-V def2-TZVPD RIJCOSX def2/J DEFGRID3
* xyz 0 1
Na -0.08967 -0.32578 -0.09260
I 0.61755 3.10084 0.30840
C -0.63712 4.72390 -0.19755
C 0.07125 5.89109 -0.31784
C -0.55872 7.10507 -0.61554
C -1.91018 7.12132 -0.76513
C -2.67062 5.93711 -0.64434
C -4.06987 6.04133 -0.78724
C -4.85211 4.93626 -0.70540
C -4.25554 3.68565 -0.49108
C -2.90094 3.50493 -0.32052
P -2.33598 1.73171 -0.04548
C -2.67685 1.67054 1.75828
C -3.00600 0.44762 2.34221
C -3.29918 0.36724 3.69441
C -3.22779 1.50011 4.49292
C -2.86555 2.71283 3.92855
C -2.60191 2.80284 2.56909
C -3.78022 0.83717 -0.74667
C -5.03748 0.71215 -0.15812
C -6.08302 0.12808 -0.85515
C -5.87813 -0.37987 -2.12938
C -4.61957 -0.30540 -2.70573
C -3.58234 0.30875 -2.01932
C -2.05038 4.66719 -0.37936
H 1.14357 5.87314 -0.17574
H 0.03018 8.00750 -0.71005
H -2.43531 8.04397 -0.97988
H -4.49986 7.02060 -0.96032
H -5.92722 5.00268 -0.81034
H -4.91167 2.83518 -0.46549
H -3.05144 -0.43873 1.72419
H -3.57738 -0.58433 4.12969
H -3.45264 1.43195 5.55085
H -2.80341 3.60353 4.54254
H -2.35829 3.76818 2.14293
H -5.20365 1.08650 0.84534
H -7.05989 0.05336 -0.39291
H -6.69441 -0.84673 -2.66576
H -4.44591 -0.72068 -3.69041
H -2.60209 0.38232 -2.47736
Cl -2.06846 -7.45543 0.19616
C -1.90339 -5.72551 0.14834
C -3.00349 -4.92718 0.49886
C -2.89487 -3.56622 0.48146
Cl -4.26146 -2.63517 0.96977
C -1.69175 -2.85949 0.09560
O -1.61040 -1.59722 0.06794
C -0.60096 -3.73792 -0.24463
C 0.65154 -3.20617 -0.66304
O 0.95288 -2.02139 -0.79048
C -0.72790 -5.14129 -0.20584
H -3.93604 -5.38662 0.79559
H 1.41539 -3.97268 -0.89876
H 0.12846 -5.75432 -0.46296
C 6.13920 -0.90013 1.36693
C 4.70684 -1.35802 1.16879
O 4.15775 -0.71641 0.01568
P 2.66256 -0.04189 0.13460
O 2.59382 0.50227 -1.39365
C 2.80875 -0.32113 -2.55155
C 3.99102 0.21381 -3.33612
O 2.99367 1.39743 0.83860
C 4.04509 2.26424 0.38684
C 4.59735 3.01726 1.58071
H 6.57939 -1.40763 2.22590
H 6.17621 0.17627 1.53776
H 6.72973 -1.13160 0.48046
H 4.10879 -1.12250 2.05608
H 4.67332 -2.43918 1.01468
H 1.89762 -0.28590 -3.15132
H 2.98456 -1.35307 -2.25674
H 3.81894 1.25060 -3.62685
H 4.14107 -0.38687 -4.23429
H 4.89109 0.16598 -2.72295
H 3.62999 2.96313 -0.34241
H 4.81896 1.67550 -0.10735
H 3.82184 3.65322 2.00954
H 5.43687 3.64052 1.27160
H 4.93441 2.31910 2.34830
N 0.97864 0.36550 7.56250
C 0.24792 -0.54967 6.87190
O -0.46364 -1.36468 7.42426
C 0.37030 -0.48902 5.37667
C 0.07586 -1.62886 4.64269
C 0.13610 -1.56735 3.26133
N 0.49046 -0.47072 2.59342
C 0.78287 0.61611 3.30106
C 0.72421 0.66282 4.68515
H 0.94417 0.33568 8.56631
H 1.65079 0.96319 7.12088
H -0.20662 -2.53886 5.15453
H -0.11161 -2.43295 2.65413
H 1.09629 1.48510 2.73758
H 0.91474 1.60168 5.18834
*
```

---

Record 7
Computed, not measured: a cluster of 2 separate species, C2H4F3NOS in total, with the ωB97M-V functional and the def2-TZVPD basis.

HOMO-LUMO gap (spin up / spin down)	8.878 / 7.504	eV
HOMO (spin up / spin down)	-9.47 / -9.54	eV
lowest unoccupied orbital energy (spin up / spin down)	-0.0217 / -0.0747	Ha

Structure (ORCA input):
```
! wB97M-V def2-TZVPD RIJCOSX def2/J DEFGRID3
* xyz 0 1
C -2.12398 0.48171 0.91357
C 1.79965 0.54421 -0.02832
N 0.24802 -0.97819 -1.70226
O 0.49751 -1.76017 0.71141
F 2.95888 -0.06791 -0.07342
F 1.87202 1.50346 -0.97371
F 1.72492 1.18108 1.15169
S 0.20546 -0.72284 -0.24676
H -2.23650 -0.60928 1.09070
H -2.09387 1.23168 1.65685
H -2.50576 0.62957 -0.09915
H -0.34635 -1.43332 -2.40062
*
```

---

Record 8
Computed, not measured: a structure of composition C7H10ClNO2S, with the ωB97M-V functional and the def2-TZVPD basis.

HOMO-LUMO gap	8.120	eV
HOMO	-8.22	eV
lowest unoccupied orbital energy	-0.0037	Ha

Structure (ORCA input):
```
! wB97M-V def2-TZVPD RIJCOSX def2/J DEFGRID3
* xyz 0 1
C 0.92919 1.50611 0.54768
C 0.55527 0.20703 -0.90795
C 2.76934 1.51114 1.86298
C -0.76562 -0.97573 0.88536
C -0.57444 -1.94762 -1.38565
C -1.93293 0.17966 -1.11800
C -0.68066 -0.62369 -0.65432
N 2.28264 1.22107 0.74433
O 1.26497 0.39130 -1.82438
O 0.34021 1.89988 1.83659
S 1.56066 2.28013 3.06024
Cl 4.35618 1.00889 2.24159
H 0.81427 2.41439 -0.21538
H -0.84245 -0.02223 1.53115
H -1.81701 -1.55274 1.07256
H -0.01052 -1.70364 1.08806
H 0.46292 -2.34358 -1.53035
H -0.86852 -1.97467 -2.57406
H -1.27713 -2.78591 -1.04854
H -2.79341 -0.26908 -0.78364
H -1.98474 0.35864 -2.16977
H -1.78824 1.22066 -0.65851
*
```

---

Calculated values (eV) of energy relative to the best compared isomer or geometry (same formula, charge and spin) for the records, taken in order: 1.057 0.199 0.426 2.192 6.118 0.338 3.948 1.976.